Below is a cluster of 12 separate species, C49H117N5O12 in total, with properties calculated with the ωB97M-V functional and the def2-TZVPD basis.

maximum force = 4.102 eV/Å
LUMO energy = -0.04 eV
relative energy (zero: lowest compared OMol25 entry of this formula, charge and spin) = 372.8 kJ/mol
net charge = 0
gap between HOMO and LUMO = 0.2947 Eh
total energy = -3113.35014 Eh

Each line ends with the Löwdin charge.
Atoms and positions in Å:
C -5.0468 -2.7103 -7.0337  -0.029
C -3.9052 -3.1523 -6.0822  -0.474
C -3.8370 -4.6606 -6.1655  -0.052
C -2.5432 -2.6436 -6.7315  -0.138
C -2.2194 -1.1796 -6.5219  -0.190
C -2.3211 -0.6839 -5.0595  -0.104
C -3.6221 -1.2231 -4.3292  -0.526
C -3.2810 -1.1454 -2.8787  -0.056
C -4.7505 -0.2721 -4.5842  -0.040
N -3.9235 -2.6121 -4.7108  -0.104
O -4.9006 -3.1214 -3.8615  -0.004
H -4.8573 -2.9631 -8.0769  0.085
H -6.0281 -3.1643 -6.8961  0.077
H -5.2365 -1.6647 -6.7909  0.059
H -3.5885 -5.1160 -7.1241  0.094
H -3.1671 -4.9569 -5.3583  0.086
H -4.8231 -5.0392 -5.8968  0.078
H -1.6983 -3.3221 -6.6139  0.107
H -2.4779 -2.6074 -7.8189  0.109
H -1.2066 -0.9076 -6.8193  0.106
H -2.8481 -0.6231 -7.2170  0.105
H -2.4118 0.3996 -4.9825  0.106
H -1.3943 -1.0146 -4.5908  0.092
H -2.4553 -1.8274 -2.6758  0.077
H -4.0939 -1.4613 -2.2248  0.086
H -2.9874 -0.1448 -2.5612  0.094
H -4.8755 -0.0110 -5.6351  0.078
H -4.5046 0.6321 -4.0273  0.083
H -5.6674 -0.6309 -4.1167  0.093
H -4.4549 -3.8936 -3.5055  0.105
C 5.3966 -2.8365 0.2896  -0.020
C 4.5369 -3.0627 -1.0533  -0.434
C 3.2135 -2.3248 -0.9101  -0.044
C 5.3503 -2.5425 -2.3562  -0.088
C 6.4999 -3.5359 -2.6890  -0.162
C 6.0883 -5.0035 -2.8300  -0.148
C 5.2058 -5.5395 -1.6841  -0.507
C 4.4173 -6.7433 -2.1530  -0.032
C 6.2461 -5.9172 -0.6283  -0.054
N 4.2076 -4.5220 -1.1310  -0.072
O 3.5784 -5.0126 0.0969  -0.042
H 6.3557 -3.3534 0.2573  0.054
H 5.6410 -1.7748 0.2576  0.074
H 4.8466 -3.0812 1.1983  0.071
H 3.0423 -2.1274 0.1481  0.061
H 3.1383 -1.4393 -1.5412  0.083
H 2.3455 -2.9120 -1.2099  0.058
H 4.5837 -2.3911 -3.1162  0.105
H 5.8334 -1.5916 -2.1315  0.108
H 6.8466 -3.3453 -3.7047  0.108
H 7.2266 -3.4392 -1.8824  0.103
H 6.9654 -5.6506 -2.8358  0.115
H 5.5105 -5.2691 -3.7153  0.114
H 3.8857 -7.0903 -1.2669  0.069
H 5.1706 -7.4548 -2.4912  0.091
H 3.6805 -6.4421 -2.8976  0.092
H 6.8090 -6.7385 -1.0719  0.081
H 5.9710 -6.0964 0.4111  0.086
H 7.0206 -5.1666 -0.4714  0.063
H 2.6737 -5.2061 -0.1595  0.025
C 1.9039 -0.9414 3.1332  -0.016
C 0.4112 -0.5597 2.6584  -0.454
C 0.2038 0.8861 3.1115  -0.041
C 0.3336 -0.7307 1.1295  -0.100
C -0.2639 -2.0264 0.4939  -0.147
C -1.5150 -2.4498 1.2918  -0.132
C -1.2373 -2.5928 2.7900  -0.490
C -2.6004 -2.8787 3.4985  -0.028
C -0.3802 -3.8285 3.1000  -0.022
N -0.5944 -1.3694 3.3281  -0.106
O -0.3648 -1.5185 4.7178  -0.014
H 2.6716 -0.3183 2.6745  0.081
H 2.1441 -0.8892 4.1951  0.055
H 2.1387 -1.9731 2.8713  0.064
H 0.1022 1.0427 4.1854  0.068
H 1.0224 1.5235 2.7776  0.082
H -0.7125 1.3236 2.7151  0.081
H -0.2054 0.1142 0.7009  0.109
H 1.2883 -0.7369 0.6037  0.092
H -0.6105 -1.9102 -0.5330  0.095
H 0.4965 -2.8074 0.4967  0.095
H -1.8155 -3.4126 0.8784  0.119
H -2.3263 -1.7325 1.1682  0.124
H -3.1931 -1.9712 3.3834  0.084
H -2.4588 -2.9748 4.5750  0.053
H -3.0182 -3.7743 3.0387  0.099
H -0.3333 -4.5461 2.2809  0.083
H -0.7505 -4.2994 4.0106  0.079
H 0.6680 -3.5811 3.2683  0.074
H 0.1425 -2.3281 4.6244  0.064
C -1.0704 4.7267 4.2480  -0.004
C 0.0547 5.8251 4.2095  -0.509
C 0.4580 6.2111 5.6167  -0.037
C 1.3085 5.1912 3.5618  -0.171
C 1.3408 5.0322 2.1044  -0.192
C 1.1022 6.4224 1.4117  -0.107
C -0.2472 7.0678 1.9009  -0.408
C -0.2666 8.6046 1.4952  -0.034
C -1.3779 6.3022 1.1086  -0.042
N -0.3164 6.9556 3.3989  -0.128
O -1.4905 7.3767 3.9759  -0.003
H -1.6593 4.8770 3.3432  0.071
H -0.6916 3.7046 4.2373  0.055
H -1.6745 4.7146 5.1552  0.079
H -0.3155 6.5413 6.3101  0.082
H 0.9180 5.2983 5.9953  0.083
H 1.1653 7.0287 5.7560  0.086
H 2.0856 5.9351 3.7371  0.123
H 1.5529 4.2492 4.0528  0.119
H 2.3122 4.7310 1.7125  0.114
H 0.5931 4.2999 1.7999  0.099
H 1.1270 6.2088 0.3431  0.079
H 1.8349 7.1850 1.6757  0.116
H 0.4671 9.0903 2.1386  0.071
H -1.1694 9.2022 1.6218  0.072
H 0.0311 8.9046 0.4905  0.074
H -1.1693 5.2561 0.8841  0.064
H -1.6490 6.6668 0.1178  0.066
H -2.3553 6.3737 1.5857  0.074
H -1.2359 8.2283 4.3385  0.112
C -1.9192 4.6263 -4.0830  -0.049
C -0.4151 4.6833 -3.9255  -0.455
C 0.1327 5.1767 -5.2844  -0.035
C -0.1644 5.7198 -2.7744  -0.150
C 1.2681 5.7923 -2.4278  -0.203
C 1.6681 4.4081 -1.8021  -0.079
C 1.3997 3.2188 -2.8585  -0.508
C 2.6543 3.1108 -3.7134  -0.044
C 1.3176 1.9701 -2.0631  -0.066
N 0.1485 3.3144 -3.5976  -0.127
O -0.2537 2.2087 -4.2876  0.002
H -2.3881 4.5548 -3.1016  0.085
H -2.3534 5.5065 -4.5572  0.088
H -2.1925 3.8144 -4.7570  0.078
H 1.2183 5.0871 -5.3239  0.063
H -0.3179 4.7513 -6.1811  0.083
H -0.0314 6.2474 -5.4069  0.081
H -0.4190 6.6619 -3.2598  0.123
H -0.7408 5.5374 -1.8675  0.107
H 1.7650 6.1070 -3.3455  0.107
H 1.6013 6.5703 -1.7408  0.098
H 1.0055 4.3306 -0.9401  0.096
H 2.7067 4.4950 -1.4831  0.117
H 2.6114 2.3780 -4.5192  0.079
H 3.5572 2.9318 -3.1296  0.088
H 2.8646 3.9477 -4.3793  0.069
H 0.4618 1.8549 -1.3979  0.090
H 2.1988 1.7725 -1.4527  0.088
H 1.3099 1.2150 -2.8491  0.078
H 0.2383 2.1694 -5.1110  0.101
C -2.7279 -4.7098 6.9407  -0.202
O -3.8616 -4.5578 7.7474  -0.094
H -2.1879 -5.6394 7.1203  0.083
H -2.9794 -4.7918 5.8833  0.059
H -2.0645 -3.8450 6.9470  0.083
H -3.3130 -4.4867 8.5321  0.078
C -5.6172 -2.4779 5.6261  -0.136
O -6.7705 -2.2303 6.4987  -0.122
H -5.1048 -3.4204 5.8190  0.049
H -5.8616 -2.3294 4.5743  0.076
H -4.7887 -1.8056 5.8489  0.063
H -6.7182 -2.7068 7.3304  0.064
C -0.4867 1.8407 7.2843  -0.158
O -1.6273 2.2222 8.0641  -0.116
H -0.6837 0.9685 6.6610  0.055
H -0.1513 2.7057 6.7122  0.058
H 0.3954 1.6315 7.8895  0.076
H -2.3544 2.4173 7.4684  0.057
C 0.4279 -3.0971 -3.4394  -0.166
O 0.1622 -4.4256 -3.0460  -0.112
H 1.4985 -3.0512 -3.6391  0.068
H -0.0777 -2.8287 -4.3670  0.069
H 0.3223 -2.3477 -2.6549  0.058
H 0.5756 -4.6632 -2.2127  0.040
O 1.1258 -6.2490 -0.3317  -0.023
H 1.6364 -7.0246 -0.5642  0.051
H 0.6105 -6.5198 0.4281  0.056
O 1.9124 -0.8927 7.1625  -0.047
H 1.4823 -0.7657 6.3168  -0.010
H 2.4466 -1.6781 7.0445  0.031
O -2.9415 0.9847 5.1935  -0.038
H -2.5191 0.2433 4.7598  0.009
H -2.6606 1.7490 4.6903  0.025